87
Properties=species:S:1:pos:R:3:forces:R:3:lowdin_charge:R:1 method="wB97M-V/def2-TZVPD" e_above_lowest_kj_mol=331.3 smiles="COC[C@@](Cc1ccccc1)(OC)P(=N)(O)O.CCOP(=O)(OCC)OCC.CCOP(=O)(OCC)OCC" lumo_energy_ev=-1.459 e_tot_ha=-2886.75044
P 5.018860 5.664623 -4.988790 -5.7312 6.8447 1.2425 0.701
P -2.706121 -7.863142 2.942763 -0.2865 -1.5977 -2.6181 0.628
P 0.078635 0.940437 1.049207 -2.3874 -6.1321 -6.0315 0.700
O 5.122572 6.866553 -3.853045 0.6725 -0.5927 -0.1535 -0.233
O 0.544802 0.844672 -0.536355 0.3392 0.5231 0.6420 -0.233
O -1.038469 -7.983675 2.959175 -2.0090 0.3623 1.9214 -0.162
O -2.324282 -3.962069 3.851287 0.0542 -0.7948 0.6181 -0.210
O 1.391646 0.009965 1.513313 -0.5293 3.4564 2.1804 -0.259
O -0.848709 -0.430397 1.159942 0.3117 0.2987 0.9357 -0.238
O 4.334346 4.625046 -4.126370 3.4084 -2.0819 -1.4895 -0.218
O -1.076286 1.903116 0.868184 2.3771 1.8485 3.0135 -0.210
O 3.652690 6.160209 -5.787010 0.5946 -0.6780 -0.5629 -0.240
O -3.364826 -8.410593 4.380402 1.2198 1.6269 -0.7210 -0.163
O 5.907778 6.581830 -6.071595 1.2916 -3.9159 0.4643 -0.257
O -2.291179 -5.662073 1.549575 -1.0410 0.1068 0.8511 -0.147
N -3.227636 -8.790058 1.790112 0.2499 1.0677 0.7352 -0.170
C -7.661148 -4.573684 4.596413 1.7276 1.4307 -0.8342 -0.082
C -3.143960 -6.022886 2.629862 -0.3434 -0.2860 1.6539 -0.430
C 1.799713 -1.151176 0.785063 0.5236 -0.3841 -0.3833 -0.273
C 0.780828 2.034411 -1.281377 0.0668 0.2770 -0.3806 -0.289
C -5.564771 -4.940441 3.122994 -1.8777 1.1335 1.2848 -0.173
C -2.756100 -5.309236 4.014477 1.3007 -0.8494 -0.4520 -0.185
C 2.705429 5.184446 -6.223358 -0.4730 0.0421 0.2380 -0.296
C -1.239024 -3.618494 4.724974 0.1414 1.5015 0.4541 -0.090
C -6.228012 -2.591361 3.974744 -0.7104 -2.3226 0.0739 -0.070
C 3.130089 -0.880054 0.095377 -0.0016 -0.1629 -0.4845 -0.071
C 6.874726 8.761220 -5.697335 -0.1490 0.3934 0.2868 -0.072
C 2.164911 2.587058 -1.006507 0.1177 -0.0631 0.0111 -0.071
C 5.681535 6.589952 -2.574539 0.0792 0.0777 0.4195 -0.292
C -2.055541 -0.398573 1.921114 -0.4408 -0.1272 -0.3199 -0.293
C -4.708046 -6.016731 2.340791 -0.8466 0.3976 0.5039 -0.107
C -7.391422 -3.124258 4.685605 1.3049 -1.7005 -1.3043 -0.083
C -5.353693 -3.485445 3.197573 -1.1271 -0.6082 0.8556 -0.027
C 5.686276 7.983550 -6.247003 0.2474 0.7230 0.0026 -0.272
C 7.196184 6.631038 -2.618634 0.0822 0.0932 -0.0653 -0.077
C -3.246532 -0.404266 0.981389 -0.1643 -0.0085 -0.0242 -0.070
C 1.473858 5.238459 -5.340151 -0.1599 0.0363 0.0561 -0.076
C -2.718751 -4.516056 0.844586 0.5256 1.5614 -1.5314 -0.100
C -6.754490 -5.440568 3.850425 0.1028 1.6104 0.0968 -0.048
H 6.632057 9.192592 -4.724256 0.0822 -0.1008 0.0118 0.069
H -1.129126 -4.301173 5.605169 -0.0918 0.3571 -0.8752 0.092
H -4.964322 -5.972689 1.243376 0.5830 0.0406 1.0790 0.126
H 0.694261 1.771802 -2.338514 -0.0271 -0.1379 0.0958 0.121
H 7.586671 5.915898 -3.348720 0.0013 -0.0585 0.0915 0.076
H 2.976816 -0.686886 -0.968031 0.0309 0.1134 0.0670 0.070
H 3.787584 -1.749696 0.170068 -0.0302 0.0548 0.0503 0.074
H 2.300376 2.792583 0.059824 -0.0442 0.0932 -0.0293 0.076
H -3.283472 -1.338934 0.416116 0.0208 -0.0012 0.0703 0.067
H -3.678046 -4.615381 0.272500 0.6490 -0.2945 0.6423 0.096
H 1.926272 -1.946834 1.522501 -0.1554 0.2134 0.1846 0.118
H -3.728793 -8.244631 1.085665 0.2039 -0.3939 0.1408 -0.020
H -3.544832 -5.458297 4.808289 0.3574 0.4783 -0.8714 0.137
H 1.732751 5.134060 -4.286313 0.1244 -0.1340 -0.0573 0.065
H 2.327434 3.509955 -1.567013 0.0049 -0.0218 0.0406 0.072
H 4.754159 8.322577 -5.798140 0.0497 -0.2790 0.0364 0.112
H -4.490548 -3.007944 2.687187 -0.7069 -0.5504 0.4054 0.080
H 0.971924 6.202629 -5.447609 0.0123 -0.0511 -0.0740 0.077
H -2.083716 -1.295292 2.547417 0.1686 -0.0227 -0.0325 0.100
H -4.182188 -0.300696 1.537340 0.0226 -0.0366 -0.0104 0.074
H 7.546978 7.620785 -2.915641 -0.0166 -0.0324 0.0187 0.067
H 3.142482 4.184512 -6.228051 -0.0300 0.0403 0.0940 0.102
H -1.852598 -5.890070 4.385922 -0.8250 0.5793 -0.3027 0.102
H -3.186202 0.406418 0.255519 0.0597 0.0858 0.1277 0.075
H -8.078841 -2.468688 5.275958 0.8144 -0.6413 -0.6764 0.095
H -1.927095 -4.316318 0.064079 -0.7594 -0.3285 0.8488 0.113
H 5.313464 7.359692 -1.891791 -0.0665 0.0236 -0.1520 0.120
H -6.010857 -1.500908 4.030799 -0.1100 -1.0560 -0.1598 0.094
H -8.567279 -4.980840 5.110226 1.0521 0.2777 -0.5816 0.096
H 0.019210 2.789812 -1.078697 -0.0638 -0.1298 0.1317 0.104
H -3.657310 -7.666440 4.940346 0.2121 -0.4239 -0.0993 0.062
H 7.131720 9.591817 -6.359263 0.0057 -0.0818 -0.0023 0.073
H 1.049062 -1.486714 0.071360 -0.0774 0.2323 0.1436 0.111
H -2.785001 -3.574226 1.447688 0.1005 -0.9919 -0.1107 0.069
H -2.077619 0.464891 2.588201 -0.0557 0.0264 -0.1171 0.105
H -7.016219 -6.526543 3.830748 0.4390 0.9953 -0.0886 0.103
H 5.608150 8.149046 -7.323560 -0.0191 -0.3300 0.0044 0.121
H 2.429989 5.425351 -7.252983 0.1197 0.0828 0.0179 0.115
H -0.716071 -7.886004 3.880452 0.0890 -0.0884 -0.6453 0.071
H -5.118867 -7.015412 2.674253 0.4212 1.0485 -0.3503 0.099
H 2.932429 1.868062 -1.297480 -0.0252 0.0401 -0.0115 0.070
H 7.614823 6.397068 -1.637757 -0.0073 -0.0362 -0.0491 0.078
H -1.481192 -2.597310 5.145178 0.2472 -1.0304 -0.3668 0.097
H 7.752615 8.127563 -5.573838 -0.0708 -0.0329 -0.1676 0.078
H 0.768271 4.447461 -5.605796 0.0131 0.0488 -0.0158 0.076
H 3.640682 -0.017442 0.522748 -0.0606 -0.1036 0.1361 0.078
H -0.261119 -3.490344 4.174197 -1.0227 -0.5303 0.3922 0.102
H 5.335254 5.629784 -2.186949 -0.0795 -0.0192 -0.1689 0.102



32
Properties=species:S:1:pos:R:3:forces:R:3:lowdin_charge:R:1 method="wB97M-V/def2-TZVPD" lumo_energy_ev=0.296 e_tot_ha=-1659.96320
Zr 0.074376 0.153099 0.153042 -1.3779 -0.7045 -1.3469 1.249
Sc 0.572032 0.285632 -2.882713 -0.4785 -0.1800 0.1489 0.580
Cl 1.256574 -1.502476 -1.285181 0.1334 -0.2425 0.5737 0.147
O 1.297593 1.387396 0.924338 0.6208 0.3060 1.4937 -0.382
C -0.735909 1.189892 -1.480012 -0.1941 -0.5463 1.6467 -0.445
C 1.654625 -0.375131 2.561067 -0.4351 -0.3302 -0.1628 -0.057
C 1.446104 1.128262 2.355493 0.4206 0.7834 -0.6525 -0.698
C -0.473537 -1.000569 -4.092269 0.0921 0.2772 -0.9956 -0.283
C 2.688815 1.880793 2.828025 -0.1853 -0.1997 0.1302 -0.034
C -1.611267 -0.977390 1.128874 1.1337 1.0429 -0.3128 -0.282
C 2.386123 1.231632 -3.029840 0.1462 0.3270 -0.8802 -0.276
C 0.203135 1.679677 3.054276 -0.1548 0.1010 0.1193 -0.035
H -1.739634 1.042350 -1.877334 -0.0135 0.4447 -0.1076 -0.017
H -1.488125 -1.021767 -3.753965 -0.7732 -0.2616 -0.0469 -0.022
H 0.130578 2.766814 2.893949 0.1114 -0.3826 0.0325 0.099
H -0.351328 -0.460592 -5.030693 -0.3200 -0.3452 -0.6300 -0.017
H 3.577661 1.522756 2.306303 -0.0687 0.0170 0.0010 0.091
H 0.024107 -1.941622 -4.075035 0.1007 -0.9655 -0.3893 -0.036
H 0.275560 1.487819 4.130181 -0.1707 0.0416 -0.1125 0.096
H 2.394253 2.028161 -2.317763 0.4124 0.7016 0.4087 -0.023
H 2.562416 -0.714603 2.047067 -0.1797 0.1314 0.0914 0.099
H -1.524107 -2.025435 0.898211 -0.2348 -0.4858 0.1414 -0.017
H 2.579150 2.950791 2.650284 -0.0247 -0.0558 -0.0313 0.090
H 2.285936 1.579816 -4.057933 0.6057 0.3641 -0.2568 -0.015
H -2.507113 -0.506842 0.737993 -0.3624 -0.1509 0.1487 -0.014
H 0.793871 -1.002177 2.196518 0.6352 0.3533 0.5169 0.054
H -0.287647 2.169928 -1.343357 -0.3442 0.6860 -0.2458 -0.032
H 2.813754 1.711090 3.900598 0.1101 0.0759 -0.0206 0.090
H -0.741219 1.238811 2.681190 0.3948 0.0605 0.2062 0.066
H 3.144430 0.497789 -2.896845 1.0569 -0.2720 -0.0258 -0.033
H -1.410668 -0.728376 2.162647 -0.6097 -0.4015 0.5632 -0.042
H 1.758361 -0.572229 3.627387 -0.0467 -0.1894 -0.0049 0.098



119
Properties=species:S:1:pos:R:3:forces:R:3:lowdin_spin:R:1 method="wB97M-V/def2-TZVPD" spin_multiplicity=4 lumo_energy_ev="0.437 / 0.366" e_tot_ha=-7361.98353
I -0.616087 3.332097 1.066279 0.5548 -0.0858 0.5600 0.009
As 1.684013 -1.128603 1.541779 0.8743 0.0455 -0.0843 0.004
V -0.746587 0.509997 0.919779 1.3659 -0.4926 -1.5107 2.596
S -3.579987 -0.335403 2.020379 -0.3581 -0.0325 0.0819 0.168
S -3.849987 1.656097 0.072079 -0.7232 -0.1044 0.5371 0.012
S -0.689887 -1.500603 -0.604921 0.5280 -0.1269 0.1371 0.005
S 0.313213 1.370797 -1.961721 0.3396 0.7015 0.7711 0.019
N -2.617287 1.614197 -2.331021 -0.4532 0.6183 0.1156 0.001
N 0.705813 -0.176803 -4.157721 -0.7145 -0.1648 0.2398 0.003
N -3.017587 3.676497 -1.664421 0.4761 -0.6405 -0.1417 0.000
N -1.331287 -0.287503 -3.312221 0.4309 0.2040 -0.2453 0.002
N -3.120887 -2.664603 -0.312021 0.0829 0.7829 -0.5421 0.002
N -3.118887 -0.868203 -1.596421 0.0030 -0.5132 0.2350 0.004
C -4.726187 5.307397 -2.133321 0.1181 -0.1103 0.1836 0.000
C 2.198413 -3.169303 5.164679 -0.0180 -0.0998 0.0626 0.000
C 4.418413 -0.245503 0.769279 0.0484 -0.2513 0.0366 0.000
C -0.304887 -0.494103 5.067779 0.1471 0.1870 0.2371 -0.001
C -0.448687 0.690397 2.931479 -0.1430 0.0249 0.8440 -0.009
C 0.693313 1.691297 4.902079 -0.1138 0.0698 -0.3843 -0.001
C 4.920013 2.013097 0.114779 0.0429 0.1186 -0.0363 0.000
C 2.444513 -1.713203 3.252479 -0.3066 0.0433 0.0655 0.000
C -3.642187 4.895797 -1.123621 -0.4686 0.6354 0.2964 0.000
C -0.703787 -0.412303 3.728379 -0.0142 0.3173 -0.0345 0.033
C -2.180687 2.464197 -3.302621 -0.1562 0.6473 -0.1618 0.000
C -2.626487 -3.871803 0.355579 0.4781 -0.6718 0.3045 0.000
C -1.240987 -1.184703 -4.343721 0.0956 -0.2196 -0.4136 0.000
C 1.730313 -2.675403 3.961379 -0.1660 -0.0453 -0.2150 0.000
C 2.551813 -0.340803 -5.768321 -0.2234 0.0656 0.2145 0.000
C -3.118987 2.358197 -1.336521 0.2061 -0.5244 0.1559 0.004
C -2.590887 6.005897 -1.006821 -0.0815 -0.2854 0.0251 0.000
C 3.000013 0.105297 -3.362821 -0.1000 0.0560 -0.0242 0.000
C -4.418587 -2.401303 -0.675121 -0.5081 0.2604 -0.2864 0.009
C 3.606813 -1.205403 3.815679 0.0779 0.2797 -0.3374 0.000
C 3.024713 -3.560703 -1.613421 0.0469 -0.0707 -0.1335 0.000
C 1.412013 2.767897 5.461879 0.2071 0.2563 0.0346 0.006
C 1.946113 -3.988703 0.895079 -0.0555 0.1941 0.2886 0.000
C 2.687313 1.399897 0.687879 -0.2804 -0.2499 0.0611 0.008
C 5.329313 0.710097 0.356379 0.1613 -0.0657 -0.0152 0.000
C 3.082613 0.095097 0.951379 -0.0252 0.1156 0.0139 0.004
C 0.416413 0.523697 5.635879 -0.1087 -0.3062 0.0847 0.027
C 2.023813 0.356497 -4.513021 0.7033 0.3775 -0.0333 0.000
C 3.378213 -2.679203 5.698579 0.0063 -0.0051 0.0729 0.000
C -4.286587 4.673697 0.238479 0.0867 -0.0328 -0.0600 0.001
C 1.636713 3.919997 4.759579 0.0394 -0.1434 0.3689 -0.004
C -1.930287 -3.513303 1.671179 0.0228 0.0497 -0.0712 0.002
C -1.659987 -4.576103 -0.604821 -0.0641 0.0652 0.0724 0.000
C -2.421387 3.728297 -2.898321 0.2292 -0.3258 -0.6207 0.001
C 2.245613 -5.063203 0.077479 -0.0198 -0.1637 0.0049 0.000
C 2.208213 -2.688203 0.480979 -0.1173 -0.0511 -0.1632 -0.002
C -4.411887 -1.305003 -1.461721 -0.3911 -0.3123 0.0668 0.001
C 3.591213 2.360897 0.272279 0.0095 0.0715 0.0026 0.001
C 0.385213 3.037497 2.938979 0.0052 0.5317 -0.4571 0.004
C 4.069813 -1.685603 5.028679 0.1191 0.0045 0.1430 0.000
C 1.876513 1.855597 -4.803321 0.0001 -0.1126 0.0615 0.001
C 2.721913 -2.489803 -0.795721 0.0039 0.3310 0.1322 0.000
C 0.204913 1.786697 3.557879 -0.0293 -0.2482 0.5694 0.006
C 2.797613 -4.853503 -1.173721 -0.0213 -0.0573 -0.0610 0.000
C -0.115487 0.296997 -3.172821 0.0983 0.1762 0.2564 0.005
C -2.346687 -1.688703 -0.851821 0.0036 -0.1509 -0.0878 0.006
C -0.001987 -1.118503 -4.868221 -0.3890 -0.3415 -0.1538 0.001
C -2.684087 0.561897 0.989479 -1.6428 0.4506 -0.3330 0.047
C 1.088913 4.076497 3.478879 -0.3268 -0.1259 -0.3994 0.009
C -3.794787 -4.809503 0.662679 0.1297 0.2480 -0.1137 0.000
B -2.688787 0.102897 -2.705021 0.2127 -0.1521 0.3716 0.001
H 2.612613 0.529497 -2.439321 0.0963 -0.0418 0.0211 0.000
H -2.165887 -4.811703 -1.539821 -0.0769 -0.0826 -0.0892 0.000
H 2.837913 2.276297 -5.085321 0.1374 0.0069 -0.0715 0.000
H 3.532713 0.062697 -6.004021 0.0652 0.0634 0.0197 0.000
H -3.518487 0.035697 -3.569221 -0.1055 -0.1095 -0.1275 0.000
H -2.072487 -1.796303 -4.622021 -0.1862 -0.1383 -0.1209 0.000
H -1.012987 -2.949603 1.485279 -0.1630 -0.0633 0.0824 0.000
H -1.242187 -1.252303 3.302679 0.0534 -0.0502 -0.0162 0.003
H 3.748113 -3.061103 6.639979 0.0172 -0.0073 0.0480 0.000
H -5.419087 4.484297 -2.293621 -0.0907 -0.0718 -0.0018 0.000
H -4.662287 5.626897 0.601579 -0.0383 0.1497 -0.0523 0.000
H -2.085587 6.191397 -1.948121 0.0909 0.0465 -0.1409 0.000
H 5.639513 2.755497 -0.200221 0.0574 0.0393 -0.0388 0.000
H 0.413113 -1.676803 -5.676221 0.1249 -0.1031 -0.1973 0.000
H 3.961713 0.563497 -3.576921 0.1360 0.0451 -0.1041 0.000
H -5.281587 6.158897 -1.754821 -0.0695 0.1383 0.0827 0.000
H 3.042013 -5.693103 -1.805221 0.0195 -0.1117 -0.0927 0.000
H -0.538187 -1.381503 5.642979 0.0119 -0.0144 0.0632 -0.001
H 1.634913 1.644997 0.787479 0.1664 0.1554 0.0199 0.007
H -4.290387 5.578797 -3.089121 0.0315 0.0664 -0.1533 0.000
H -0.804687 -3.941703 -0.821621 0.0273 -0.1035 -0.0031 0.000
H 2.659313 -1.410303 -5.607521 0.0322 -0.1562 -0.0177 0.000
H 3.141013 -0.965203 -3.238121 0.0573 -0.1403 0.0206 0.000
H 2.043213 -6.069403 0.418679 0.0080 -0.0534 0.0270 0.000
H 2.892413 -1.476103 -1.137821 0.0080 -0.0879 -0.0568 0.000
H 1.512213 2.377797 -3.921921 0.0352 0.0315 -0.0440 0.000
H 3.253513 3.367597 0.070379 -0.0215 0.0655 -0.0174 0.000
H -1.756387 2.109297 -4.219721 0.1195 -0.0196 -0.0867 0.000
H 1.173213 2.008497 -5.621221 -0.0463 0.0154 -0.1159 0.000
H 3.439013 -3.390003 -2.597821 0.0328 0.0261 -0.0659 0.000
H 6.367613 0.439497 0.221979 0.0563 -0.0257 -0.0108 0.000
H -5.246087 -2.988003 -0.345021 -0.1711 -0.1383 0.0704 0.000
H -5.221687 -0.793603 -1.937221 -0.1970 0.0563 -0.0723 0.000
H -4.320887 -5.096403 -0.244621 -0.0961 -0.0492 -0.0821 0.000
H 4.743913 -1.267603 0.940479 0.0037 0.0790 0.0110 0.000
H 1.785013 2.667997 6.472279 0.0462 -0.0119 0.0780 0.000
H 1.641813 -3.929403 5.694979 -0.0698 -0.0372 0.0132 0.000
H -3.401187 -5.712003 1.122879 0.0499 -0.0296 0.0346 0.000
H -2.599587 -2.912903 2.285279 0.0511 0.0125 0.0761 0.001
H 4.978013 -1.281703 5.455679 0.0387 0.0309 -0.0134 0.000
H -1.845787 5.757897 -0.254521 0.0494 -0.0035 0.0389 0.000
H -1.296987 -5.495503 -0.156121 0.0122 -0.1820 0.0892 0.000
H 4.161413 -0.425303 3.303879 -0.0512 -0.0707 0.0839 0.000
H 0.781313 -3.026803 3.565979 0.0226 -0.0298 0.0911 0.000
H -1.680687 -4.428403 2.203379 0.0231 -0.1561 0.0466 0.000
H -3.569387 4.293597 0.961679 -0.0424 -0.0138 0.0451 0.000
H 2.194913 4.736797 5.194679 0.0469 0.0106 0.0604 0.000
H -2.204487 4.641597 -3.407321 -0.0293 0.2170 -0.0490 0.000
H 1.515813 -4.168103 1.873179 0.0405 -0.0588 -0.0493 0.000
H 1.898713 -0.166603 -6.620121 -0.0452 -0.0097 -0.1357 0.000
H -3.088287 6.924297 -0.711021 -0.0703 0.1106 0.0609 0.000
H 1.197013 5.008797 2.947079 0.0119 0.0878 -0.0473 0.001
H 0.771413 0.444497 6.653779 0.0490 0.0239 0.1040 0.002
H -5.119587 3.978797 0.168979 -0.0378 0.0221 0.0885 0.000
H -4.489587 -4.347803 1.358379 -0.1574 0.0255 0.1091 0.000